No. 1
The following is a DFT calculation (ωB97M-V/def2-TZVPD) of a structure of composition C48H51BF2N5SiTl.

Last column: Löwdin charge in e.
CARTESIAN COORDINATES (ANGSTROEM)
Tl -0.36902 -1.04731 -0.69164  0.715
Si 2.07516 0.65811 -0.89763  0.661
F -3.01400 -1.09362 -3.50276  0.062
F -0.97773 -1.31906 -4.33232  0.044
N 0.14637 -0.81510 1.87802  0.008
N -1.69385 1.54216 -0.46288  0.064
N -2.75249 -1.15114 0.46106  0.064
N 1.24924 -2.86815 0.46558  0.064
N -0.27263 -4.12761 -1.46670  0.103
C -1.46617 3.81958 0.39308  -0.124
C -1.36301 2.88831 -0.66413  -0.161
C 3.34325 -2.67603 1.66861  -0.063
C -1.09837 5.14135 0.17311  -0.058
C 1.36370 0.26207 4.13480  -0.120
C 3.82428 -0.08892 -0.81763  -0.324
C 2.21690 3.53775 -0.79837  -0.118
C -4.96614 -1.49139 0.84195  -0.081
C -3.31380 4.13102 2.06214  -0.066
C -0.90468 2.37246 -3.09287  -0.376
C 2.27138 2.35075 -0.05677  -0.313
C -1.98828 3.42326 1.76148  -0.363
C 1.02955 -4.42547 -1.40009  -0.206
C -3.46722 -0.04274 0.05060  -0.345
C 4.60016 -0.16607 0.34467  -0.125
C 0.08069 0.68631 3.74276  -0.111
C -0.45569 0.11622 2.60009  -0.164
C -4.84170 -0.24490 0.25350  -0.079
C -0.56352 4.66008 -2.10184  -0.065
C 1.81692 -3.82220 -0.30279  -0.244
C 2.51677 4.88192 1.17433  -0.120
C 2.34198 4.78239 -0.20082  -0.116
C -0.64534 5.57078 -1.06124  -0.113
C 1.59888 -5.29588 -2.33540  -0.027
C -2.93223 1.20712 -0.36174  -0.129
C 2.55412 3.72000 1.93466  -0.121
C -1.01656 -4.66416 -2.43003  -0.148
C 5.86921 -0.72294 0.34120  -0.124
C 2.00318 -2.27749 1.45463  -0.256
C 0.82016 -5.85278 -3.33003  -0.086
C 2.43006 2.47884 1.32863  -0.115
C -3.65865 -2.01433 0.96882  -0.271
C -4.52160 -3.74955 2.53924  -0.085
C 2.01748 -0.68051 3.38746  -0.067
C 3.11488 -4.27383 -0.08621  -0.059
C 1.39190 -1.24699 2.24222  -0.262
C -2.07891 -3.30672 2.44558  -0.050
C 5.64734 -1.20962 -1.99073  -0.121
C 3.88595 -3.67911 0.91962  -0.100
C 4.38595 -0.63620 -1.98133  -0.128
C -0.95704 3.70153 2.85665  -0.068
C -3.36005 -3.35839 1.61582  -0.546
C 6.40572 -1.24954 -0.82657  -0.134
C -0.53021 -5.53068 -3.38819  -0.077
C -3.20572 -4.43791 0.54151  -0.049
C 0.29579 2.54357 -4.02228  -0.079
C -2.21525 2.49394 -3.87666  -0.053
C -0.91416 3.32994 -1.92515  -0.146
B -1.69128 -1.16536 -3.17001  -0.636
H 1.22096 2.57356 -3.44603  0.026
H 3.52564 -5.08415 -0.67274  0.075
H -3.10572 -5.42829 1.00034  0.078
H 2.30414 5.67995 -0.80913  0.092
H 2.66070 3.78668 3.01283  0.094
H 1.25326 -6.53347 -4.05320  0.094
H 0.34853 1.69062 -4.70204  0.081
H -0.00921 3.22365 2.60937  0.058
H -2.20447 1.82447 -4.73991  0.076
H -3.69210 3.83395 3.04425  0.073
H -1.23692 -3.04190 1.81461  0.053
H 3.00484 -1.01067 3.68475  0.086
H -4.25612 -4.65097 3.09873  0.072
H -3.70009 1.97525 -0.54077  0.132
H 4.19903 0.23090 1.27232  0.088
H -5.88576 -1.96606 1.15071  0.075
H -1.30402 3.30433 3.81400  0.064
H -2.06621 -4.38735 -2.41183  0.107
H 1.82723 0.68123 5.02142  0.089
H -1.17571 5.85665 0.98584  0.104
H -4.06464 3.87176 1.31290  0.072
H -4.07207 -4.44827 -0.12632  0.085
H -0.35673 6.60519 -1.21055  0.092
H 0.22450 3.45378 -4.62595  0.068
H -1.17678 -5.94427 -4.15019  0.092
H -1.44329 0.40311 2.24346  0.092
H -3.18976 5.21687 2.05852  0.067
H 3.96091 -2.17623 2.40187  0.088
H -0.46735 1.42224 4.31544  0.068
H -2.16207 -2.55467 3.23401  0.086
H 3.81201 -0.59328 -2.90161  0.084
H 2.60240 5.85237 1.65061  0.085
H -5.62756 0.46129 0.02057  0.084
H -3.06399 2.21758 -3.24767  0.076
H -2.31300 -4.23251 -0.03882  0.050
H 2.06513 1.03812 -2.35007  -0.042
H 6.04545 -1.62556 -2.91091  0.085
H -0.22621 4.99600 -3.07649  0.106
H -2.18110 2.35251 1.75962  0.102
H 7.39792 -1.68699 -0.82889  0.080
H -5.43129 -3.95942 1.97078  0.068
H -1.88546 -4.28130 2.90631  0.078
H -0.77928 4.77429 2.97632  0.073
H -2.36128 3.52035 -4.22668  0.075
H 2.65400 -5.52799 -2.29283  0.090
H 6.44811 -0.76008 1.25904  0.091
H 2.07026 3.47825 -1.87171  0.072
H 2.43637 1.58617 1.94819  0.075
H -4.73318 -2.94793 3.24992  0.082
H -0.85867 1.36344 -2.67538  0.076
H 4.90700 -4.00095 1.08599  0.093

Properties
Charge ... -2
HOMO energy (alpha / beta) ... 0.39 / 0.30 eV
Gap between HOMO and LUMO (alpha / beta) ... 4.029 / 4.110 eV
Energy relative to the best compared isomer or geometry (same formula, charge and spin) ... 0.7443 eV


No. 2
The following is a DFT calculation (ωB97M-V/def2-TZVPD) of a structure of composition C48H51ClN9O2S2Y.

Last column: Löwdin charge in e.
CARTESIAN COORDINATES (ANGSTROEM)
Y 0.44260 0.21389 0.11893  1.468
Cl -4.47966 2.08851 -2.00892  0.555
S -0.74826 3.36179 2.02668  1.049
S -0.95818 -2.78081 -1.82197  1.034
O -1.46931 1.30215 -0.69866  -0.221
O -1.25835 2.65349 -2.46459  0.005
N -1.22428 -0.99990 1.86587  0.083
N 1.62843 -0.21323 -1.86162  -0.059
N 1.75269 0.47701 2.15880  -0.049
N -0.99615 1.68188 2.05705  -0.237
N 1.71642 -1.77785 0.28693  -0.067
N -1.06056 -1.29157 -1.31859  -0.371
N -4.13218 0.11422 0.80752  0.048
N 1.64674 2.24514 0.20946  -0.084
N -1.77951 1.65787 4.28448  0.124
C -2.61577 -3.48157 -1.82528  -0.371
C -4.89289 -3.35020 -1.10631  -0.066
C -2.84857 -4.73019 -2.39152  -0.078
C -2.39538 -3.00022 2.47148  -0.028
C -1.01903 -2.06020 -5.79638  -0.063
C -1.77547 -0.38231 2.92072  -0.215
C 1.84791 -0.54919 3.18586  -0.236
C 3.52747 4.31143 3.72724  -0.126
C -2.99311 4.85396 5.68165  -0.087
C 2.11315 1.70426 2.46683  -0.271
C 2.89851 -1.80772 -3.14487  -0.047
C -1.52753 -2.27623 1.66813  -0.152
C -2.61651 5.73764 4.68499  -0.089
C 2.42478 -1.24890 -1.91818  -0.239
C 4.87782 -3.24255 -2.57852  -0.128
C -1.47126 1.07934 3.07212  -0.353
C 3.76463 4.39729 2.36360  -0.094
C -2.65528 -1.02970 3.77763  -0.010
C -3.16782 2.90326 -1.08348  -0.475
C -2.97428 -2.35869 3.54772  -0.039
C -4.11513 -5.28041 -2.31237  -0.075
C -1.66989 3.91610 3.42311  -0.435
C -2.05784 3.03158 4.42410  -0.239
C -0.08023 -2.97319 -6.26708  -0.071
C 2.60950 2.66169 -3.34827  -0.200
C -3.62404 -2.78703 -1.18061  -0.081
C 0.57476 -3.82174 -5.39166  -0.072
C 0.30303 -3.75865 -4.02969  -0.098
C 1.84122 -2.51763 1.53470  -0.243
C -0.64104 -2.85673 -3.57394  -0.407
C -1.96876 5.26263 3.55147  -0.098
C 1.25831 0.46714 -3.10589  -0.208
C 1.72723 3.09350 -0.97494  -0.222
C -2.72401 3.49834 5.54369  -0.027
C 3.24404 3.66575 1.31601  -0.020
C 2.30668 2.59833 1.28896  -0.281
C 4.83646 -3.16852 -1.19992  -0.101
C 2.96142 2.84018 -1.86565  -0.175
C 2.66843 -1.93987 -0.61378  -0.233
C 2.42177 1.21127 -3.78279  -0.179
C -5.13868 -4.58952 -1.67083  -0.080
C -1.82258 2.27370 -1.44583  -0.745
C -1.31018 -2.00460 -4.44545  -0.071
C 3.94269 -2.65645 -3.42496  -0.099
C 2.57816 -1.77705 2.64714  -0.167
C 2.18906 2.19173 3.79959  -0.055
C 2.77134 3.32251 4.33514  -0.103
C 3.87900 -2.63228 -0.35480  -0.034
H 2.37608 -1.44538 -4.01915  0.091
H 0.84122 -4.38302 -3.33058  0.114
H 0.82643 -0.25779 -3.80727  0.094
H -3.18209 3.94682 -1.38677  0.074
H -1.67556 5.94692 2.76687  0.107
H 1.31342 -4.51951 -5.75921  0.108
H 1.68822 4.14911 -0.67494  0.121
H 2.73860 -2.47421 3.47677  0.115
H -3.02355 2.80042 6.31591  0.112
H 0.82670 2.91445 -1.56325  0.072
H -2.82115 6.79386 4.78313  0.103
H -1.52400 -1.39597 -6.48357  0.110
H -1.03941 -2.75024 0.82587  0.071
H -3.40351 2.79037 -0.02801  0.047
H 3.66652 3.66844 -1.76510  0.097
H 4.08533 -2.79245 0.69332  0.081
H 3.34931 0.66456 -3.59798  0.105
H 2.26479 1.18711 -4.86499  0.112
H 1.69789 3.22476 -3.56971  0.114
H 5.66192 -3.64783 -0.68118  0.102
H 3.56268 -1.45663 2.29858  0.111
H 3.57481 3.98486 0.33882  0.082
H 0.45558 1.17526 -2.88309  0.084
H -3.67240 -2.87121 4.19338  0.113
H -3.41234 -1.82482 -0.73451  0.074
H 2.64165 3.42491 5.40887  0.101
H 4.43869 5.19122 2.05505  0.103
H 0.83470 -2.74256 1.89829  0.079
H 2.40332 -0.18694 4.05745  0.102
H 1.68197 1.56347 4.52180  0.092
H 3.97372 5.06477 4.36256  0.089
H 0.14323 -3.01310 -7.32440  0.106
H -3.50217 5.21040 6.56529  0.103
H -3.14377 -0.50842 4.58771  0.108
H -4.81237 0.11341 0.04991  -0.009
H -2.04073 -1.29834 -4.07346  0.119
H 4.07628 -2.86028 -4.48381  0.103
H -4.30811 -6.24752 -2.75565  0.106
H -2.60839 -4.03289 2.23633  0.114
H -5.68550 -2.81199 -0.60453  0.107
H 2.31791 -3.48980 1.35296  0.112
H 0.85253 -0.84602 3.55064  0.105
H 3.48229 1.95130 -1.49716  0.114
H 5.69289 -3.79197 -3.03089  0.089
H -6.12842 -5.02180 -1.61739  0.104
H 3.39505 3.10174 -3.96819  0.104
H -2.11367 1.06054 5.02056  0.119
H -3.23241 0.28841 0.35723  -0.020
H -1.68248 -0.71837 -1.88547  0.013
H -4.34007 0.96002 1.33147  0.018
H -2.05409 -5.26089 -2.89870  0.109

Properties
Charge ... 0
HOMO energy ... -6.40 eV
Gap between HOMO and LUMO ... 6.127 eV
Energy relative to the best compared isomer or geometry (same formula, charge and spin) ... 0.0000 eV


No. 3
The following is a DFT calculation (ωB97M-V/def2-TZVPD) of a cluster of 7 separate species, C48H52Br2N in total.

Last column: Löwdin charge in e.
CARTESIAN COORDINATES (ANGSTROEM)
Br -3.76138 -0.14349 1.65053  0.554
Br -3.71409 2.35321 -1.30208  0.529
N -0.74998 -0.93478 0.46955  -0.098
C 2.46561 -3.75555 0.35716  -0.085
C -2.07960 3.83149 0.84799  -0.159
C 0.32655 -2.21400 -3.29957  -0.080
C 1.43264 -2.17608 -5.44721  -0.111
C -7.42578 -2.48764 -0.43564  -0.097
C 2.88385 -2.92344 -0.68154  -0.089
C -2.33280 9.24836 3.62452  -0.107
C -0.38932 -0.68974 6.98316  -0.092
C -7.38663 -0.07309 -0.50014  -0.083
C -6.75482 -1.28456 -0.21840  -0.096
C 2.69717 1.72912 4.06416  -0.138
C 0.81130 1.83774 0.10355  -0.131
C 3.32627 3.34272 1.84430  -0.076
C -1.41543 6.61719 3.75946  -0.097
C -0.02982 -0.44802 8.30927  -0.102
C 3.80122 -5.55461 -0.54659  -0.110
C -2.98076 2.48513 0.59760  -0.713
C -2.29553 7.09970 4.72771  -0.098
C 5.63360 -4.29333 -9.13104  -0.104
C -1.47382 0.28444 -0.14140  -0.448
C 3.76839 -4.21732 -7.59769  -0.092
C -2.75104 8.41625 4.66321  -0.106
C 1.75890 3.04782 -0.55683  -0.047
C -8.72965 -2.48041 -0.93029  -0.114
C 2.39358 2.15326 2.48799  -0.196
C 4.65214 -4.06960 -6.52900  -0.090
C 2.27393 -0.94227 7.77515  -0.101
C -0.74487 -2.90716 -3.86358  -0.081
C -1.45568 8.76479 2.65416  -0.101
C 6.02690 -4.02658 -6.76229  -0.096
C 1.91535 -1.17863 6.44772  -0.104
C 2.92113 -5.07210 0.42165  -0.103
C 4.22379 -4.72069 -1.58222  -0.106
C 4.25847 -4.33080 -8.89839  -0.096
C -0.99287 7.45111 2.72383  -0.091
C 2.98422 3.79810 0.27177  -0.091
C 0.35875 -2.86433 -6.01229  -0.115
C 6.51685 -4.13627 -8.06332  -0.104
C -8.68719 -0.06613 -1.00359  -0.103
C -0.73039 -3.22761 -5.22075  -0.101
C 0.58419 -1.05070 6.05207  -0.096
C 1.41401 -1.84743 -4.09201  -0.095
C 1.30187 -0.57227 8.70414  -0.106
C -9.35958 -1.26908 -1.21731  -0.115
C 3.76097 -3.40701 -1.65189  -0.101
C -2.24420 1.10394 1.09727  -0.677
C -0.34461 1.22132 -0.86642  -0.230
C 1.16516 1.41595 1.64316  0.006
H 2.28247 -1.89519 -6.06306  0.092
H -1.92716 4.50909 -0.09393  0.074
H 2.67351 -1.46221 5.72254  0.098
H 3.31040 -1.04553 8.08462  0.097
H 4.91248 -5.09514 -2.33469  0.092
H 6.71574 -3.90761 -5.93007  0.099
H 2.52605 -1.89853 -0.73425  0.101
H 0.52763 0.60068 2.18734  0.065
H 0.31324 -1.95987 -2.24299  0.085
H -1.06888 3.48132 1.35850  0.074
H -0.78764 -0.16297 9.03431  0.097
H -2.62283 4.50448 1.66811  0.075
H -10.37392 -1.26341 -1.60742  0.091
H 1.78431 -3.37833 1.11474  0.100
H 1.63594 1.63126 4.58602  0.076
H -2.62601 6.44920 5.53379  0.099
H -1.13186 9.41257 1.84336  0.098
H -3.43234 8.79347 5.42079  0.095
H -0.91306 -0.92647 1.52155  0.015
H -1.42712 -0.59555 6.67577  0.103
H 0.37121 -3.11725 -7.06923  0.090
H -6.86512 0.86444 -0.32857  0.092
H -9.25459 -3.41777 -1.09311  0.092
H -0.78936 2.12869 -1.49285  0.079
H 4.08479 -2.75923 -2.46269  0.091
H 3.58290 4.64084 -0.27894  0.057
H 2.69664 -4.24491 -7.41675  0.089
H -9.17766 0.87772 -1.22885  0.095
H 4.27024 -3.98676 -5.51526  0.097
H 4.15795 -6.57988 -0.49488  0.093
H -1.59062 -3.19626 -3.24565  0.104
H 7.58806 -4.10015 -8.24522  0.097
H -5.73989 -1.29049 0.17034  0.021
H -0.30418 7.07666 1.97136  0.104
H -6.93237 -3.43170 -0.21845  0.098
H -1.05871 5.59192 3.81117  0.102
H 0.30520 -1.23335 5.01721  0.102
H -1.58284 1.21309 2.05548  0.069
H 3.56976 -4.44827 -9.73086  0.098
H 2.24814 -1.30582 -3.65266  0.097
H -2.69060 10.27327 3.57180  0.095
H 3.34201 0.74621 4.15363  0.075
H -1.56832 -3.76169 -5.66179  0.096
H 4.19209 3.91646 2.43275  0.077
H 2.59064 -5.72260 1.22774  0.096
H -1.27596 -1.79418 0.15497  0.042
H 3.22801 2.67185 4.56783  0.077
H -3.95727 2.60902 1.27316  0.069
H 1.58227 -0.38137 9.73701  0.095
H 0.19371 0.53142 -1.67788  0.099
H 1.56990 3.38742 -1.66153  0.073
H 6.01601 -4.38551 -10.14395  0.096

Properties
Charge ... -1
HOMO energy ... -2.66 eV
Gap between HOMO and LUMO ... 4.978 eV